[1]
{
  "formula": "C8H8I2O",
  "method": "the ωB97M-V functional and the def2-TZVPD basis",
  "elements": ["C", "C", "C", "C", "C", "C", "C", "C", "O", "I", "I", "H", "H", "H", "H", "H", "H", "H", "H"],
  "xyz": [[-2.62270, 2.16594, 0.09550], [-2.68503, 1.15672, -0.83731], [-1.58437, 2.18824, 1.04176], [-1.89670, 0.01647, -0.70340], [-0.77844, 1.06147, 1.14184], [-0.88343, -0.08482, 0.31705], [1.97237, -0.92571, -1.01780], [0.00887, -1.16278, 0.48908], [0.72634, -1.17465, 1.63010], [3.59379, -1.12020, 0.21255], [-0.94219, -3.13603, 0.01981], [-3.32258, 2.95895, 0.05359], [-3.54068, 1.30269, -1.47481], [-1.35732, 3.05336, 1.54676], [-2.30968, -0.92467, -1.19150], [0.19668, 1.18484, 1.57414], [1.66962, -1.96000, -1.50402], [2.03934, -0.08215, -1.70681], [1.54218, -1.73318, 1.51480]],
  "e_lumo_ev": [-0.7, -0.8],
  "e_tot_ev": -26670.5632,
  "orbital_gap_ev": [7.048, 7.368],
  "homo_ev": [-7.73, -8.15]
}

---

[2]
{
  "formula": "C14H16",
  "method": "the ωB97M-V functional and the def2-TZVPD basis",
  "elements": ["C", "C", "C", "C", "C", "C", "C", "H", "H", "H", "H", "H", "H", "H", "H", "C", "C", "C", "C", "C", "C", "C", "H", "H", "H", "H", "H", "H", "H", "H"],
  "xyz": [[-1.90284, -2.33207, -2.32643], [-1.58286, -0.87048, -2.26876], [-2.22570, -0.00308, -1.40094], [-2.22460, 1.36749, -1.52672], [-1.37685, 1.88760, -2.51160], [-0.58800, 1.06747, -3.34040], [-0.69243, -0.26334, -3.21819], [-2.49379, -2.45075, -3.26998], [-2.45001, -2.80039, -1.50458], [-1.00024, -2.98312, -2.65485], [-2.97539, -0.48496, -0.72966], [-2.89619, 1.81076, -0.88577], [-1.40172, 2.93694, -2.76789], [-0.05318, 1.52381, -4.07064], [-0.21283, -0.86671, -4.02394], [3.55948, -0.35029, 1.65275], [2.18825, 0.07926, 2.00313], [1.84716, 1.41268, 2.44398], [0.70734, 1.55373, 3.28504], [-0.20831, 0.51642, 3.33648], [0.01966, -0.63591, 2.46315], [1.22712, -0.88252, 1.90203], [4.15980, 0.47399, 1.31601], [3.80298, -1.32758, 1.19596], [3.87120, -0.67163, 2.73703], [2.51280, 2.20775, 2.13576], [0.55480, 2.44281, 3.89950], [-0.90859, 0.76738, 4.18131], [-0.88149, -1.24922, 2.40045], [1.62439, -1.87604, 1.54777]],
  "de_lowest_kcal_mol": 60.78,
  "smiles": "Cc1ccccc1.Cc1ccccc1",
  "e_lumo_ev": 0.9,
  "e_tot_ev": -14775.1300,
  "orbital_gap_ev": 9.278,
  "homo_ev": -8.39
}

---

[3]
{
  "formula": "C34H35BN4O2TeZr",
  "method": "the ωB97M-V functional and the def2-TZVPD basis",
  "elements": ["Zr", "C", "C", "C", "N", "C", "C", "C", "C", "C", "C", "C", "N", "C", "C", "C", "N", "C", "C", "C", "C", "C", "C", "C", "N", "C", "C", "H", "H", "H", "H", "H", "H", "H", "H", "H", "H", "H", "H", "H", "H", "H", "H", "H", "H", "H", "H", "H", "H", "H", "H", "H", "H", "Te", "C", "C", "C", "C", "C", "C", "H", "H", "H", "H", "H", "O", "B", "O", "C", "C", "C", "C", "C", "C", "H", "H", "H", "H"],
  "xyz": [[-0.16450, 0.26370, -0.10426], [1.47281, -2.43329, -0.65275], [0.76952, -3.03593, 0.55506], [1.03666, -2.21349, 1.82575], [0.79318, -0.78599, 1.71271], [1.08762, 0.06870, 2.74178], [1.74650, -0.42245, 3.88333], [1.85007, 0.18985, 5.13562], [1.11195, 1.25634, 5.65804], [0.21722, 2.07281, 4.94253], [0.13429, 2.29894, 3.55223], [0.68978, 1.50854, 2.51141], [0.60649, 1.88041, 1.18804], [0.78104, 3.23989, 0.77228], [0.68500, 3.62941, -0.71060], [-0.73452, 3.28913, -1.27058], [-0.91513, 1.80648, -1.41174], [-1.97883, 1.34173, -2.10486], [-2.94971, 2.24265, -2.63739], [-4.28883, 2.02799, -2.91600], [-5.05840, 0.86968, -2.70941], [-4.60340, -0.43764, -2.71131], [-3.26381, -0.84677, -2.60823], [-2.08324, -0.11519, -2.24351], [-1.00564, -0.76282, -1.83849], [-0.75169, -2.19419, -2.09772], [0.76519, -2.52684, -2.04974], [2.45576, -2.89634, -0.80599], [1.64642, -1.39607, -0.34058], [1.18541, -4.01186, 0.79012], [-0.29909, -3.27303, 0.38859], [2.08584, -2.36128, 2.15228], [0.45337, -2.61626, 2.67452], [2.13170, -1.43317, 3.78906], [2.59948, -0.24529, 5.71465], [1.05584, 1.37062, 6.73498], [-0.52645, 2.56267, 5.62817], [-0.34869, 3.21562, 3.19333], [1.71687, 3.53163, 1.18440], [0.09239, 3.90333, 1.30253], [1.38223, 3.01506, -1.33355], [0.82137, 4.70903, -0.78210], [-0.89411, 3.76587, -2.23774], [-1.49993, 3.72666, -0.58464], [-2.48268, 3.19764, -2.94279], [-4.92542, 2.87389, -3.20392], [-6.16290, 0.98650, -2.57613], [-5.38365, -1.20764, -2.70140], [-3.01732, -1.88150, -2.80345], [-1.08446, -2.46528, -3.11541], [-1.29721, -2.86465, -1.38741], [1.31756, -1.85302, -2.72326], [0.84479, -3.58977, -2.41205], [-2.82335, -0.18135, 1.19094], [-2.67121, -2.17886, 1.97805], [-2.15563, -2.44123, 3.29443], [-2.24877, -3.74981, 3.78611], [-2.48340, -4.83614, 2.94374], [-2.84171, -4.57732, 1.60543], [-3.01888, -3.28987, 1.18915], [-1.90683, -1.58460, 3.89618], [-2.03873, -4.01286, 4.85056], [-2.28176, -5.84036, 3.27682], [-2.81117, -5.37024, 0.86094], [-3.57237, -3.13242, 0.30764], [1.93617, 0.64047, -3.16638], [1.84449, 0.11729, -1.88355], [3.06932, 0.54165, -1.18021], [3.87307, 1.24686, -2.07042], [5.02049, 2.03556, -1.87437], [5.43960, 2.81656, -2.97406], [4.81607, 2.73509, -4.19602], [3.65242, 1.98252, -4.36701], [3.21216, 1.28393, -3.31969], [5.57227, 2.07543, -0.93734], [6.28114, 3.47519, -2.84349], [5.14972, 3.35704, -5.03422], [3.17014, 1.91251, -5.34765]],
  "e_lumo_ev": -0.7,
  "e_tot_ev": -55129.8712,
  "orbital_gap_ev": 5.759,
  "homo_ev": -6.47
}